{"formula": "C58H63FN6O4S2TeTi", "method": "the ωB97M-V functional and the def2-TZVPD basis", "e_tot_ev": -133096.7790, "total_charge": -1, "lumo_energy_ha": [0.066, 0.046], "de_lowest_kcal_mol": 0.0, "multiplicity": 2, "species": ["Ti", "C", "N", "C", "C", "N", "C", "C", "C", "C", "C", "C", "C", "S", "C", "C", "C", "C", "C", "C", "S", "H", "H", "H", "H", "H", "H", "H", "H", "H", "H", "H", "H", "H", "H", "H", "H", "H", "H", "F", "C", "C", "C", "C", "O", "C", "C", "N", "C", "C", "C", "C", "C", "C", "N", "C", "C", "N", "C", "C", "C", "O", "O", "H", "H", "H", "H", "H", "H", "H", "H", "H", "H", "H", "H", "H", "H", "H", "H", "H", "H", "C", "C", "C", "C", "C", "C", "Te", "N", "C", "O", "C", "C", "C", "C", "C", "C", "C", "C", "C", "C", "C", "C", "C", "C", "C", "C", "C", "C", "H", "H", "H", "H", "H", "H", "H", "H", "H", "H", "H", "H", "H", "H", "H", "H", "H", "H", "H", "H", "H", "H", "H", "H", "H", "H", "H"], "xyz": [[-0.009143, 0.812579, -0.265295], [-0.203509, 0.236112, -3.757315], [0.410464, 1.165021, -2.772006], [-0.211051, 2.488398, -3.043033], [-1.553854, 2.548631, -2.347806], [-1.383469, 2.603875, -0.878694], [-2.674076, 2.280177, -0.223976], [-0.930456, 3.952059, -0.496415], [-1.868553, 4.968648, -0.333414], [-1.474362, 6.255862, -0.012699], [-0.117500, 6.526634, 0.134597], [0.809513, 5.522918, -0.041747], [0.433206, 4.207075, -0.363965], [1.624197, 2.965235, -0.565006], [1.857810, 1.130109, -2.978141], [2.371721, 1.610536, -4.176878], [3.720241, 1.505434, -4.477625], [4.564900, 0.893083, -3.563147], [4.063756, 0.438308, -2.357323], [2.712914, 0.565184, -2.023979], [2.244135, 0.050650, -0.395185], [-1.258273, 0.104917, -3.527879], [-0.100253, 0.651783, -4.766315], [0.273561, -0.730685, -3.717282], [-0.366768, 2.621158, -4.121111], [0.452821, 3.275171, -2.694424], [-2.147738, 1.660688, -2.563467], [-2.118771, 3.430146, -2.678197], [-3.505599, 2.806841, -0.702530], [-2.623827, 2.578495, 0.821648], [-2.861245, 1.211545, -0.302781], [-2.922304, 4.760455, -0.450390], [-2.215165, 7.031076, 0.128700], [0.215666, 7.522737, 0.396774], [1.864514, 5.730473, 0.086471], [1.699363, 2.072274, -4.888854], [4.100962, 1.889390, -5.415125], [5.620452, 0.783774, -3.777628], [4.732727, -0.004473, -1.630379], [1.564656, 5.898054, 3.819316], [0.713352, 4.879322, 4.106852], [0.533031, 3.926348, 3.173304], [-0.287782, 2.803333, 3.452648], [-0.512689, 1.777957, 2.517016], [-0.039833, 1.867632, 1.316909], [-1.232747, 0.632441, 2.889212], [-1.826429, 0.621612, 4.125340], [-1.713733, 1.635362, 4.995742], [-2.399692, 1.583809, 6.275951], [-3.455220, 2.599365, 6.541736], [-3.837307, 1.161259, 6.308754], [-0.880909, 2.729280, 4.733987], [-0.679788, 3.700772, 5.692383], [0.116198, 4.842331, 5.429787], [0.264657, 5.756603, 6.381684], [-0.124179, 5.286669, 7.811718], [-1.549184, 5.314377, 8.193901], [-1.167284, 8.442703, 6.681116], [0.196583, 8.146433, 7.083945], [0.820733, 7.086836, 6.191010], [-1.225106, -0.579959, 2.028092], [-2.049315, -1.456187, 2.202044], [-0.233755, -0.610544, 1.158128], [1.040391, 3.983745, 2.219997], [-2.417837, -0.228790, 4.435018], [-1.751732, 1.306682, 7.098719], [-3.659649, 3.298569, 5.742990], [-3.468966, 3.021920, 7.537918], [-4.312290, 0.910797, 5.370766], [-4.148221, 0.560253, 7.151316], [-1.176440, 3.655111, 6.650855], [0.493965, 5.890798, 8.482055], [0.382924, 4.304072, 7.797352], [-1.751205, 6.102443, 8.915234], [-2.230202, 5.355631, 7.346507], [-1.575724, 9.168848, 7.253598], [-1.201271, 8.751176, 5.716937], [0.215272, 7.849834, 8.129689], [0.871207, 9.017079, 6.991322], [1.905476, 7.068844, 6.370947], [0.689540, 7.416734, 5.162346], [3.756034, -9.605971, -2.133141], [3.274135, -8.183083, -2.088702], [3.651771, -7.261881, -3.053029], [3.209701, -5.941395, -3.027053], [3.681934, -5.031013, -4.125875], [2.346643, -5.519367, -2.007401], [1.671617, -3.449689, -1.962781], [0.141088, -1.650620, -1.768967], [-0.991503, -1.490523, -1.236459], [-1.476402, -0.230985, -1.073821], [-1.844906, -2.627687, -0.799718], [-3.018213, -2.861933, -1.510121], [-3.832128, -3.935853, -1.181429], [-3.475401, -4.770535, -0.130580], [-2.310962, -4.526145, 0.583506], [-1.493129, -3.458027, 0.250206], [0.769141, -3.662775, -3.859787], [-0.347982, -4.494623, -4.008880], [-0.926290, -5.332334, -2.909132], [-0.952993, -4.584764, -5.260830], [-0.486028, -3.883052, -6.358775], [-1.170991, -3.979296, -7.694560], [0.631215, -3.081506, -6.189226], [1.276459, -2.957429, -4.961390], [2.511997, -2.099701, -4.936042], [1.982161, -6.428396, -1.007744], [1.097095, -6.084862, 0.159846], [2.445139, -7.741077, -1.070434], [4.431769, -9.768076, -2.972732], [2.923298, -10.304379, -2.237452], [4.288592, -9.874119, -1.218839], [4.319480, -7.572736, -3.850438], [4.560834, -5.453715, -4.613194], [3.944951, -4.038369, -3.755721], [2.910056, -4.891223, -4.885958], [-3.290969, -2.201511, -2.324645], [-4.740054, -4.119278, -1.741762], [-4.110562, -5.606128, 0.137064], [-2.041788, -5.163920, 1.415735], [-0.598952, -3.236456, 0.816262], [-0.771309, -4.903294, -1.921081], [-0.471877, -6.326226, -2.907977], [-2.001838, -5.443393, -3.048129], [-1.825814, -5.220248, -5.369122], [-2.018882, -4.662441, -7.654171], [-0.487395, -4.338410, -8.466114], [-1.541433, -3.004969, -8.019117], [1.024987, -2.529223, -7.037209], [2.341333, -1.177816, -5.491111], [3.340889, -2.624636, -5.418821], [2.841636, -1.815858, -3.938751], [0.970555, -5.013712, 0.301023], [1.509548, -6.497359, 1.081859], [0.098266, -6.507092, 0.027503], [2.148971, -8.432737, -0.287105]], "atomic_forces_ev_per_a": [[1.1, 0.4, -0.3], [0.0, 0.0, 0.0], [0.0, 0.0, 0.0], [0.1, -0.1, -0.1], [-0.1, 0.1, 0.0], [0.0, -0.1, 0.2], [0.0, 0.0, 0.0], [-0.2, -0.1, -0.1], [0.1, 0.0, 0.0], [0.1, 0.0, 0.0], [-0.1, 0.0, 0.0], [0.1, -0.1, 0.0], [0.0, 0.1, 0.0], [-0.2, -0.1, 0.1], [-0.2, 0.0, -0.1], [0.1, -0.1, 0.0], [-0.1, 0.0, 0.0], [0.0, 0.0, 0.0], [0.0, 0.0, 0.0], [0.0, -0.1, 0.1], [-0.2, -0.2, -0.4], [0.0, 0.0, 0.0], [0.0, 0.0, 0.0], [0.1, 0.0, 0.0], [0.0, 0.0, 0.0], [-0.1, 0.0, 0.0], [0.0, 0.0, -0.1], [0.0, -0.1, 0.0], [0.0, 0.0, 0.0], [0.0, 0.0, 0.0], [0.0, 0.0, 0.0], [0.0, 0.0, 0.0], [0.0, 0.0, 0.0], [0.0, 0.0, 0.0], [0.0, 0.0, 0.0], [0.0, 0.0, 0.0], [0.0, 0.0, 0.0], [0.0, 0.0, 0.0], [0.0, 0.0, 0.0], [0.0, 0.0, 0.0], [-0.1, 0.2, 0.5], [-0.1, -0.2, -0.1], [-0.1, 0.2, 0.0], [0.4, -0.1, -0.3], [-0.4, 0.7, 0.6], [-0.1, 0.0, 0.6], [0.0, 0.0, -0.2], [0.0, 0.0, 0.2], [0.1, -0.1, -0.2], [-0.1, -0.1, 0.1], [0.1, 0.0, 0.1], [-0.1, -0.2, -0.1], [0.2, 0.1, -0.1], [-0.2, -0.2, -0.6], [-0.1, 0.1, 0.4], [0.7, 0.0, -0.4], [0.0, -0.4, 0.3], [-0.1, 0.0, -0.1], [0.3, 0.4, -0.2], [0.2, -0.1, 0.1], [0.2, 0.2, -0.1], [0.1, -0.1, 0.0], [-0.4, 0.0, -0.2], [0.0, 0.0, 0.0], [0.0, 0.0, 0.0], [0.0, 0.0, 0.0], [0.0, 0.0, 0.0], [0.0, 0.0, 0.0], [0.0, 0.0, 0.0], [0.0, 0.0, 0.0], [-0.1, -0.1, 0.0], [0.0, 0.0, 0.1], [-0.2, 0.0, 0.1], [-0.2, 0.2, -0.1], [-0.1, 0.1, 0.0], [0.0, 0.0, 0.0], [0.0, 0.0, 0.0], [-0.1, -0.1, 0.0], [-0.1, 0.0, 0.1], [-0.1, 0.0, 0.1], [0.0, -0.1, -0.1], [0.0, -0.1, 0.0], [0.0, 0.1, 0.0], [0.0, 0.0, 0.0], [0.0, -0.2, -0.1], [0.1, 0.0, -0.1], [0.1, 0.1, 0.0], [0.3, -0.4, 0.4], [-0.3, 0.2, 0.2], [-0.1, 0.3, 0.1], [0.3, -0.3, -0.1], [-0.4, 0.1, -0.3], [-0.1, 0.0, 0.0], [0.0, 0.0, 0.0], [0.0, 0.0, 0.0], [0.0, 0.0, 0.0], [0.1, 0.0, 0.0], [0.0, 0.1, -0.1], [0.0, 0.1, -0.2], [-0.1, -0.1, 0.2], [0.0, 0.0, 0.0], [0.0, 0.0, 0.0], [0.0, 0.0, -0.1], [0.1, 0.1, 0.0], [-0.2, -0.1, -0.1], [0.1, 0.2, 0.0], [0.0, -0.1, 0.0], [-0.1, 0.1, 0.1], [0.0, 0.0, 0.0], [0.0, 0.0, 0.0], [0.0, 0.0, 0.0], [0.0, 0.0, 0.0], [0.0, 0.0, 0.0], [0.0, 0.0, 0.0], [0.0, -0.1, 0.1], [0.0, -0.1, 0.0], [0.0, 0.0, 0.0], [0.0, 0.0, 0.0], [0.0, 0.0, 0.0], [0.0, 0.0, 0.0], [0.0, 0.0, 0.0], [0.0, 0.0, 0.0], [0.0, 0.0, 0.0], [0.0, -0.1, 0.0], [0.0, 0.0, 0.0], [0.0, 0.0, 0.0], [0.0, 0.0, 0.0], [0.0, 0.0, 0.0], [0.0, 0.0, 0.0], [0.0, 0.0, 0.0], [0.0, 0.1, 0.0], [-0.1, 0.0, 0.0], [0.0, 0.0, 0.0], [0.0, 0.0, 0.0], [0.0, 0.0, 0.0], [0.0, 0.0, 0.0]]}

{"formula": "C3H6N2O2", "method": "the ωB97M-V functional and the def2-TZVPD basis", "e_tot_ev": -10280.6732, "total_charge": 0, "lumo_energy_ha": 0.025, "de_lowest_kcal_mol": 95.1, "multiplicity": 1, "species": ["N", "N", "C", "C", "C", "O", "O", "H", "H", "H", "H", "H", "H"], "xyz": [[-0.751665, 0.348073, -0.917656], [0.583748, 0.017196, -0.499862], [1.051569, -1.274837, -0.731590], [-0.937034, 0.337771, 0.611123], [-1.434486, 1.376968, 1.298269], [2.377303, -1.315726, -0.470737], [0.389938, -2.201370, -1.097108], [2.716960, -2.186549, -0.726239], [-0.759192, 1.292748, -1.292768], [1.287013, 0.694353, -0.215590], [-0.964753, -0.659636, 1.028466], [-2.072573, 1.205387, 2.148685], [-1.486829, 2.365623, 0.865007]], "atomic_forces_ev_per_a": [[1.2, -0.7, 4.9], [3.4, -1.5, -2.5], [-0.2, 1.3, -0.4], [-4.5, 1.4, -1.6], [0.0, -0.3, -0.8], [0.3, 0.0, 0.1], [-0.2, -0.3, 0.0], [-0.3, 0.1, 0.1], [0.1, 0.1, 0.2], [-0.5, 0.1, -0.2], [0.0, -0.1, -0.4], [0.7, 0.0, 0.8], [-0.1, 0.1, -0.2]]}

{"formula": "C34H41F5O4", "method": "the ωB97M-V functional and the def2-TZVPD basis", "smiles": "Fc1ccccc1.Fc1ccccc1.Fc1ccccc1.Fc1ccccc1.Fc1ccccc1.CO.CO.CO.CO", "e_tot_ev": -57697.7530, "total_charge": 0, "lumo_energy_ha": 0.015, "multiplicity": 1, "species": ["C", "O", "H", "H", "H", "H", "C", "O", "H", "H", "H", "H", "C", "O", "H", "H", "H", "H", "C", "O", "H", "H", "H", "H", "F", "C", "C", "C", "C", "C", "C", "H", "H", "H", "H", "H", "F", "C", "C", "C", "C", "C", "C", "H", "H", "H", "H", "H", "F", "C", "C", "C", "C", "C", "C", "H", "H", "H", "H", "H", "F", "C", "C", "C", "C", "C", "C", "H", "H", "H", "H", "H", "F", "C", "C", "C", "C", "C", "C", "H", "H", "H", "H", "H"], "xyz": [[-2.920925, 2.410711, 4.089010], [-1.812634, 1.851343, 4.750861], [-3.737774, 1.702054, 3.896953], [-3.291769, 3.328541, 4.524440], [-2.578768, 2.654559, 3.059953], [-1.611716, 1.011398, 4.337601], [-3.625984, 2.692803, -0.942354], [-3.588521, 3.554073, -2.084744], [-2.702062, 2.902089, -0.397152], [-4.525615, 2.949674, -0.399181], [-3.644817, 1.625730, -1.187830], [-2.769406, 3.411974, -2.595234], [-0.147777, 3.689672, -4.027134], [-1.432927, 3.156339, -4.229193], [-0.297664, 4.715155, -3.675071], [0.410610, 3.269242, -3.172005], [0.499041, 3.675031, -4.897183], [-1.328395, 2.221706, -4.457085], [1.461064, -3.611303, -2.637680], [1.905671, -3.196552, -1.360969], [1.285720, -2.669797, -3.147045], [2.230259, -4.198427, -3.126452], [0.488249, -4.113561, -2.622936], [2.333759, -3.923862, -0.899918], [2.627971, -3.342850, 6.096269], [2.534953, -2.200488, 5.371522], [1.788665, -2.238260, 4.189222], [1.696194, -1.108903, 3.421352], [2.290651, 0.063933, 3.830293], [3.048613, 0.070948, 5.009776], [3.152862, -1.068967, 5.788424], [1.275745, -3.170783, 3.983316], [1.028392, -1.124444, 2.564148], [2.296613, 0.967928, 3.230266], [3.405562, 1.006834, 5.421355], [3.772309, -0.983679, 6.674149], [1.746296, 1.478577, -6.514258], [2.297491, 1.574130, -5.286481], [3.065109, 2.681863, -4.999674], [3.574972, 2.840003, -3.728829], [3.317040, 1.878665, -2.769549], [2.569397, 0.780345, -3.089749], [2.003367, 0.644246, -4.330941], [3.212028, 3.376415, -5.822647], [4.223635, 3.677509, -3.494966], [3.773595, 1.936378, -1.791208], [2.425005, -0.004660, -2.360574], [1.344481, -0.169370, -4.611210], [-0.485964, -4.986206, 1.473456], [-1.356021, -5.626531, 0.657871], [-2.662544, -5.183613, 0.565249], [-3.563673, -5.877506, -0.193712], [-3.161746, -7.025575, -0.884218], [-1.867122, -7.499884, -0.734016], [-0.951163, -6.810642, 0.020941], [-2.928701, -4.307834, 1.150254], [-4.554521, -5.463158, -0.330789], [-3.846475, -7.508372, -1.567381], [-1.536187, -8.429889, -1.184166], [0.091526, -7.075972, 0.189440], [-1.631426, 0.099475, 2.543183], [-1.462991, -0.294550, 1.224609], [-1.433823, -1.644189, 0.898665], [-0.977631, -2.064930, -0.316915], [-0.557984, -1.108474, -1.227517], [-0.624367, 0.254527, -0.918905], [-1.047462, 0.647474, 0.320361], [-1.761955, -2.364818, 1.644372], [-0.946705, -3.114013, -0.564961], [-0.261279, -1.474781, -2.199470], [-0.290447, 0.940509, -1.691441], [-1.051842, 1.695893, 0.602811], [2.912930, 2.864298, 1.466379], [1.724195, 3.448523, 1.355940], [1.058011, 3.811128, 2.504696], [-0.223712, 4.301291, 2.398350], [-0.769363, 4.509829, 1.143457], [-0.066606, 4.167987, -0.023483], [1.196703, 3.627093, 0.099416], [1.517982, 3.675282, 3.474585], [-0.822798, 4.593874, 3.249331], [-1.811373, 4.787759, 1.004388], [-0.633684, 4.406664, -0.917561], [1.719626, 3.355397, -0.812845]], "atomic_forces_ev_per_a": [[0.4, -0.5, -2.3], [-0.2, 0.3, 1.0], [0.0, 0.1, 0.6], [0.1, 0.0, 0.6], [-0.3, 0.3, 0.3], [0.0, -0.1, -0.1], [0.8, 0.5, -0.8], [0.0, -0.3, -0.3], [-0.3, -0.3, 0.6], [0.0, 0.1, 0.3], [-0.1, 0.1, -0.1], [-0.4, -0.1, 0.2], [0.5, 1.0, 1.3], [0.0, -0.8, 0.0], [0.0, 0.1, -0.5], [-0.2, -0.6, -0.3], [-0.1, 0.0, -0.3], [-0.2, 0.2, 0.0], [-0.1, 0.6, 0.3], [0.0, -0.1, 0.5], [0.2, 0.0, -0.6], [-0.1, -0.1, -0.4], [0.2, -0.4, 0.2], [-0.1, 0.0, 0.0], [0.0, 0.3, 0.0], [-0.6, -1.0, -0.8], [0.3, -0.9, 1.3], [-1.0, 0.2, -0.5], [1.3, 0.6, 0.5], [-1.1, 0.3, -0.5], [1.0, 1.0, 0.5], [0.0, 0.1, -0.3], [0.3, 0.0, -0.1], [-0.4, -0.1, 0.0], [0.4, 0.0, -0.3], [-0.3, -0.5, 0.1], [0.0, -0.1, 0.0], [-0.2, 0.7, 0.0], [0.0, 0.2, -0.9], [0.4, 0.3, 0.0], [0.8, 0.2, 0.4], [-0.4, -0.8, 0.7], [-0.5, -0.7, -0.8], [0.2, 0.1, 0.3], [-0.2, 0.0, 0.0], [0.0, 0.1, 0.1], [-0.1, 0.0, 0.2], [0.1, -0.2, 0.2], [-0.1, 0.0, -0.3], [-0.3, -1.2, -0.2], [0.9, 0.8, 1.1], [-0.2, -0.4, -1.1], [-0.2, 0.4, 0.1], [0.1, -0.5, -0.3], [0.7, 1.7, 1.2], [-0.2, -0.1, -0.2], [-0.1, -0.2, 0.1], [-0.1, -0.2, 0.2], [-0.2, 0.1, -0.2], [-0.3, -0.4, -0.2], [-0.5, -0.5, -1.2], [1.1, -0.4, 0.5], [-0.8, -0.1, 1.9], [0.1, 0.4, -0.6], [-0.4, 0.1, -0.2], [0.5, -1.3, -1.3], [-0.3, 1.3, 0.7], [0.2, 0.1, 0.0], [0.0, -0.1, 0.0], [0.2, 0.4, -0.1], [-0.1, 0.3, 0.3], [0.1, -0.1, 0.0], [0.9, -0.3, 0.1], [-0.5, 0.1, 0.0], [0.2, -0.2, 0.5], [-0.6, 0.7, -0.4], [-0.3, -0.7, -0.7], [-1.1, 0.8, 1.4], [-0.2, 0.1, -1.3], [0.1, -0.1, -0.1], [0.2, -0.2, 0.3], [0.2, 0.3, 0.3], [0.7, -0.4, -0.4], [0.3, -0.1, 0.3]]}